DFT (the ωB97M-V functional and the def2-TZVPD basis) results for a molecular structure, C23H47NO2S2Si2Tb in a non-equilibrium geometry.

Each line ends with the Mulliken spin population.
Atoms and positions in Å:
O -0.863 -1.517 -1.182  0.0838
O 1.317 1.161 -3.307  -0.0020
C 0.012 -2.630 -1.676  0.0048
C -0.743 -3.926 -1.510  0.0002
H 0.948 -2.598 -1.096  -0.0014
H 0.242 -2.402 -2.721  -0.0012
H -0.965 -4.125 -0.456  0.0006
H -0.138 -4.753 -1.891  0.0000
H -1.693 -3.885 -2.055  -0.0001
C -1.907 -0.996 -2.071  -0.0035
C -1.654 -1.266 -3.540  -0.0012
H -1.969 0.071 -1.858  0.0029
H -2.864 -1.435 -1.727  0.0012
H -0.693 -0.853 -3.862  -0.0003
H -2.439 -0.768 -4.118  0.0000
H -1.703 -2.333 -3.765  0.0002
C 0.488 2.456 -3.441  -0.0002
C 2.380 0.789 -4.308  0.0000
C -0.601 2.327 -4.464  0.0000
H 1.203 3.255 -3.683  0.0000
H 0.103 2.582 -2.421  -0.0002
H -0.218 2.217 -5.483  0.0000
H -1.216 3.231 -4.482  0.0000
H -1.278 1.495 -4.229  0.0001
C 1.946 1.029 -5.715  0.0000
H 2.543 -0.274 -4.087  -0.0003
H 3.274 1.361 -4.050  -0.0003
H 1.061 0.434 -5.982  0.0000
H 2.734 0.708 -6.399  0.0000
H 1.770 2.090 -5.919  0.0000
H 1.727 1.057 -2.286  -0.0073
Tb -0.389 -0.881 0.841  5.8554
C 1.873 0.540 -0.709  0.0269
Si 3.349 0.651 0.445  0.0025
H 1.590 -0.477 -1.029  -0.0023
H 1.028 1.207 -0.475  0.0040
C 4.692 -0.463 -0.252  0.0001
C 3.291 0.282 2.303  0.0019
C 3.984 2.414 0.286  0.0002
C -2.412 -1.864 1.300  0.0052
Si -3.387 -0.291 1.367  0.0069
H -2.457 -2.383 2.268  0.0029
H -2.847 -2.526 0.553  0.0044
C -4.823 -0.345 0.172  -0.0006
C -2.280 1.177 0.858  0.0016
C -4.045 0.127 3.062  0.0000
H 3.490 2.913 -0.560  0.0000
H 5.068 2.396 0.084  0.0000
H 3.809 3.002 1.188  -0.0002
H 4.496 -1.516 -0.020  -0.0001
H 5.667 -0.177 0.168  0.0000
H 4.733 -0.338 -1.346  -0.0001
H 3.098 -0.768 2.578  0.0001
H 2.571 0.908 2.853  -0.0006
H 4.298 0.525 2.715  -0.0001
H -2.455 1.464 -0.185  0.0030
H -1.186 1.176 1.063  0.0172
H -2.652 1.986 1.498  -0.0006
H -4.885 0.826 2.933  -0.0001
H -3.282 0.598 3.696  -0.0002
H -4.416 -0.768 3.575  -0.0001
H -5.608 0.341 0.520  -0.0003
H -5.236 -1.361 0.125  0.0002
H -4.520 -0.046 -0.845  -0.0001
S 0.981 -2.946 1.959  -0.0104
C 0.568 -1.957 3.259  0.0069
N 0.065 -0.696 3.154  0.0017
C -0.128 -0.086 4.388  -0.0019
C -0.583 1.230 4.581  0.0002
C -0.686 1.710 5.888  -0.0001
C -0.340 0.905 6.981  0.0002
C 0.107 -0.408 6.787  -0.0002
C 0.206 -0.901 5.484  0.0006
S 0.749 -2.473 4.942  -0.0006
H -0.841 1.821 3.698  0.0008
H -1.039 2.722 6.037  0.0000
H -0.410 1.306 7.989  0.0000
H 0.393 -1.056 7.605  -0.0001

Forces on atoms 1 to 3 (eV/Å):
0.58 -0.45 -2.20
-0.76 0.93 -1.41
-0.89 0.43 -0.06

The gap between HOMO and LUMO (spin up / spin down) is 8.03 / 8.10 eV. As for the expectation value of S²: 12.68. The HOMO energy (spin up / spin down) comes out at -10.24 / -10.28 eV. Its net charge is +1. The spin multiplicity is 7.

DFT (the ωB97M-V functional and the def2-TZVPD basis) results for 2 unconnected molecules or ions with the total composition C3H8O2S in a non-equilibrium geometry.

Each line ends with the Mulliken charge.
Atoms and positions in Å:
O 1.108 0.055 -1.282  -0.4479
C 0.719 -0.784 -2.063  0.2146
O 1.591 -1.702 -2.687  -0.4805
H -0.343 -1.021 -1.937  0.3421
H 2.565 -1.429 -2.809  0.3559
C -1.633 -0.399 1.560  -0.7526
S -1.572 1.129 0.592  -0.0896
C 0.358 1.503 0.878  -0.6964
H -1.119 -1.180 1.026  0.2358
H -1.222 -0.267 2.618  0.2560
H -2.669 -0.744 1.581  0.3095
H 1.004 0.560 0.928  0.2285
H 0.736 2.215 1.728  0.3154
H 0.478 2.064 -0.132  0.2093

Forces on atoms 1 to 3 (eV/Å):
0.25 -0.37 -1.94
2.69 -0.60 2.52
-0.50 1.24 -0.43

The gap between HOMO and LUMO is 9.10 eV. The HOMO energy comes out at -8.44 eV. The structure (SMILES) is O=CO.CSC. Its relative energy (zero: lowest compared OMol25 entry of this formula, charge and spin) is 186.8 kJ/mol.

DFT (the ωB97M-V functional and the def2-TZVPD basis) results for 2 unconnected molecules or ions with the total composition CHO6S in a non-equilibrium geometry.

Each line ends with the Mulliken charge.
Atoms and positions in Å:
C 0.022 -0.260 0.139  0.0776
O 2.258 0.622 1.331  -0.5986
O -0.461 -0.719 -0.815  -0.3947
O 2.135 -1.665 0.553  -0.6170
O 2.161 0.180 -1.070  -0.6109
O -3.055 0.735 -0.473  -0.2098
O -2.733 1.040 0.826  -0.1824
S 1.950 -0.268 0.283  1.1058
H -2.275 0.335 -0.774  0.4300

Forces on atoms 1 to 3 (eV/Å):
0.43 0.46 1.29
0.91 1.53 1.62
-1.05 -0.43 -1.08

The gap between HOMO and LUMO (spin up / spin down) is 9.61 / 5.41 eV. The HOMO energy (spin up / spin down) comes out at -5.92 / -3.40 eV. Its net charge is -1. Its relative energy (zero: lowest compared OMol25 entry of this formula, charge and spin) is 610.5 kJ/mol.

DFT (the ωB97M-V functional and the def2-TZVPD basis) results for a single C22H30N4O3S molecule in a non-equilibrium geometry.

Each line ends with the Mulliken charge.
Atoms and positions in Å:
C 7.113 1.107 0.554  -1.5804
C 6.274 0.794 -0.694  2.1283
C 5.636 2.083 -1.230  -1.5972
C 7.209 0.240 -1.772  -2.1186
C 5.173 -0.183 -0.315  0.5066
C 5.055 -1.449 -0.878  -0.1578
C 4.041 -2.307 -0.499  -1.1790
C 3.096 -1.924 0.447  0.6811
C 2.037 -2.898 0.812  0.3359
O 2.176 -4.100 0.704  -0.6765
N 0.891 -2.349 1.316  -0.1613
C -0.253 -3.180 1.578  -0.8632
C -1.400 -2.807 0.714  0.6012
N -1.498 -1.766 -0.041  -0.5359
N -2.713 -1.809 -0.633  -0.2927
C -3.302 -2.883 -0.195  0.5424
S -4.865 -3.489 -0.575  -0.1625
C -5.415 -2.241 -1.790  -0.7884
C -5.921 -0.967 -1.106  0.6428
O -7.097 -0.798 -0.867  -0.6575
N -4.945 -0.088 -0.837  -0.0583
C -5.165 1.144 -0.107  -0.3247
C -4.493 1.072 1.266  -0.6023
C -4.702 2.374 2.032  -0.7865
C -4.157 3.556 1.236  -0.6178
C -4.829 3.630 -0.131  -0.6722
C -4.616 2.330 -0.901  -0.7318
O -2.522 -3.569 0.669  -0.3613
C 3.210 -0.663 1.025  -1.1488
C 4.233 0.184 0.648  -0.4611
H 6.511 1.568 1.332  0.3351
H 7.546 0.192 0.954  0.3860
H 7.921 1.789 0.298  0.4400
H 5.012 2.561 -0.480  0.3335
H 5.018 1.864 -2.099  0.3816
H 6.410 2.787 -1.526  0.4436
H 6.663 0.017 -2.686  0.4443
H 7.969 0.982 -2.007  0.4336
H 7.714 -0.659 -1.429  0.4371
H 5.760 -1.787 -1.620  0.4173
H 3.963 -3.292 -0.934  0.4264
H 0.711 -1.368 1.178  0.3300
H 0.046 -4.218 1.380  0.3918
H -0.559 -3.106 2.631  0.2933
H -6.243 -2.716 -2.314  0.4048
H -4.584 -2.047 -2.465  0.3800
H -3.980 -0.367 -0.986  0.4590
H -6.249 1.245 0.014  0.3682
H -4.909 0.233 1.829  0.3533
H -3.424 0.892 1.127  0.2511
H -4.205 2.315 3.002  0.3444
H -5.770 2.519 2.210  0.3565
H -4.329 4.484 1.785  0.3199
H -3.079 3.440 1.105  0.3079
H -4.422 4.467 -0.703  0.3428
H -5.899 3.801 -0.001  0.3375
H -5.114 2.380 -1.871  0.3357
H -3.548 2.175 -1.076  0.3034
H 2.521 -0.346 1.794  0.3990
H 4.298 1.152 1.123  0.3408

Forces on atoms 1 to 3 (eV/Å):
-0.09 -0.04 -0.15
0.16 0.14 -0.06
0.08 -0.15 0.05

The gap between HOMO and LUMO is 9.58 eV. The HOMO energy comes out at -9.08 eV. The structure (SMILES) is CC(C)(C)c1ccc(C(=O)NCc2nnc(SCC(=O)NC3CCCCC3)o2)cc1. Its relative energy (zero: lowest compared OMol25 entry of this formula, charge and spin) is 164.1 kJ/mol.

DFT (the ωB97M-V functional and the def2-TZVPD basis) results for 2 unconnected molecules or ions with the total composition C2H3ClO3P in a non-equilibrium geometry.

Each line ends with the Mulliken spin population.
Atoms and positions in Å:
C 0.045 1.359 0.249  0.0175
C 0.746 0.269 0.854  0.8424
O 4.497 -0.536 1.531  0.0644
O 4.300 -1.652 -0.760  0.0773
O -0.701 0.261 0.783  0.1004
P 3.970 -0.601 0.186  0.7868
Cl 4.236 1.169 -0.647  0.0584
H -0.245 2.354 0.577  0.0131
H 0.230 1.376 -0.809  0.0011
H 1.275 0.349 1.752  0.0385

Forces on atoms 1 to 3 (eV/Å):
0.19 0.51 -1.55
-2.47 0.90 -0.08
1.35 0.26 3.15

The gap between HOMO and LUMO (spin up / spin down) is 5.89 / 8.27 eV. As for the expectation value of S²: 2.01. The HOMO energy (spin up / spin down) comes out at -2.34 / -5.47 eV. Its net charge is -1. The spin multiplicity is 3. Its relative energy (zero: lowest compared OMol25 entry of this formula, charge and spin) is 0.0 kJ/mol.

DFT (the ωB97M-V functional and the def2-TZVPD basis) results for a molecular structure, C14H13F6I2N2O6S2SiTi in a non-equilibrium geometry.

Each line ends with the Mulliken charge.
Atoms and positions in Å:
Ti -0.315 0.067 0.152  0.6077
F -1.343 -1.002 5.420  -0.1533
C -0.972 -0.085 4.563  0.5201
F 0.066 0.587 5.013  -0.1694
F -1.979 0.737 4.287  -0.1814
S -0.460 -0.861 2.950  1.3620
O -0.459 0.303 2.027  -0.5314
O 0.777 -1.533 3.082  -0.5836
N -1.695 -1.792 2.612  -0.4463
S -2.100 -2.162 1.163  0.8194
O -1.856 -1.023 0.229  -0.3876
O -3.338 -2.817 1.032  -0.5792
C -0.731 -3.225 0.451  0.7695
F -0.456 -4.339 1.053  -0.2119
F 0.361 -2.392 0.497  -0.1373
F -1.024 -3.443 -0.823  -0.1996
I 4.597 0.695 0.251  0.1061
C 3.338 0.320 -1.364  -0.3500
C 3.808 0.349 -2.689  -0.1934
C 2.962 0.137 -3.746  -0.2060
I 3.734 0.226 -5.690  0.1365
C 1.589 -0.142 -3.531  0.3193
C 0.610 -0.375 -4.517  -0.5260
C -0.684 -0.655 -4.148  -1.2757
C -1.025 -0.714 -2.795  -0.1366
N -0.141 -0.493 -1.840  0.5343
C 1.146 -0.199 -2.192  0.3861
C 2.014 0.064 -1.103  0.3253
O 1.461 0.036 0.119  -0.4340
H 4.854 0.551 -2.868  0.3892
H 0.881 -0.332 -5.563  0.2500
H -1.443 -0.837 -4.894  0.4434
H -2.033 -0.952 -2.477  0.6751
C -0.751 4.196 0.761  -1.0804
Si -1.682 2.878 -0.189  0.2279
C -3.039 2.072 0.851  -0.9018
C -2.296 3.367 -1.894  -1.0735
O -0.579 1.620 -0.429  -0.0301
H -1.386 5.060 0.965  0.3770
H 0.121 4.545 0.205  0.3385
H -0.401 3.796 1.715  0.3136
H -3.983 2.616 0.823  0.5210
H -2.726 2.008 1.895  0.1447
H -3.229 1.062 0.489  0.2127
H -2.776 4.347 -1.864  0.3669
H -3.028 2.652 -2.272  0.3088
H -1.472 3.423 -2.607  0.3337

Forces on atoms 1 to 3 (eV/Å):
0.85 1.12 -1.16
0.02 -0.13 -0.03
-0.26 0.21 -0.28

The gap between HOMO and LUMO is 7.25 eV. The HOMO energy comes out at -11.36 eV. Its net charge is +1. Its relative energy (zero: lowest compared OMol25 entry of this formula, charge and spin) is 0.0 kJ/mol.

Short version: electronic energy = -90053.50440; -18169.30904; -24169.62038; -46240.51655; -30075.22672; -115161.93449 eV, in the order given.